The following is a DFT calculation (ωB97M-V/def2-TZVPD) of the molecule C3H5ClN4O4 at a distorted geometry.

**HOMO level**: -8.3397 eV
**ΔE to the lowest compared entry with this formula, charge and spin**: 1.554 eV
**SMILES**: O=COc1c(Cl)[nH]n(O)[nH]n1O
**Kohn-Sham gap**: 9.0 eV
**Net charge**: 0
**Molar mass**: 196.55 g mol⁻¹

Each atom is followed by the atoms it is bonded to, with distances in Å.
Cartesian coordinates (Å):
1 C -0.91 -0.07 0.09  C2 1.349, N6 1.401, O11 1.389
2 C -0.59 -1.37 -0.06  C1 1.349, N4 1.380, Cl12 1.713
3 C -2.64 1.56 0.08  O8 1.197, O11 1.324, H13 1.102
4 N 0.70 -1.83 -0.17  C2 1.380, N7 1.406, H14 1.020
5 N 1.39 0.05 0.97  N6 1.744, N7 1.417, H15 1.017
6 N 0.04 0.94 0.32  C1 1.401, N5 1.744, O9 1.396
7 N 1.65 -0.79 -0.14  N4 1.406, N5 1.417, O10 1.395
8 O -1.97 2.54 -0.08  C3 1.197
9 O 0.52 1.56 -0.83  N6 1.396, H16 0.974
10 O 2.94 -1.32 -0.10  N7 1.395, H17 0.970
11 O -2.25 0.30 0.16  C1 1.389, C3 1.324
12 Cl -1.80 -2.59 -0.11  C2 1.713
13 H -3.73 1.57 0.18  C3 1.102
14 H 0.93 -2.65 0.39  N4 1.020
15 H 2.12 0.76 0.99  N5 1.017
16 H 0.29 2.50 -0.71  O9 0.974
17 H 3.33 -1.17 -0.97  O10 0.970